Run P
{"formula": "C12H12N2O2", "method": "ωB97M-V with the def2-TZVPD basis set", "species": ["C", "C", "C", "C", "C", "C", "C", "H", "H", "H", "H", "H", "H", "H", "C", "N", "C", "O", "N", "C", "O", "C", "C", "H", "H", "H", "H", "H"], "xyz": [[1.0347, -0.1419, 1.4605], [0.4253, 1.0954, 1.3440], [-0.9232, 1.4023, 1.2814], [-2.0128, 0.5531, 1.2713], [-2.0094, -0.8263, 1.2731], [-0.9203, -1.6802, 1.2838], [0.4332, -1.3840, 1.3452], [2.1202, -0.1403, 1.6074], [1.1150, 1.9417, 1.2876], [-1.1530, 2.4671, 1.2020], [-2.9914, 1.0300, 1.2083], [-2.9857, -1.3115, 1.2145], [-1.1582, -2.7460, 1.2074], [1.1208, -2.2351, 1.2833], [6.3440, -0.1390, 4.8594], [4.9002, -0.1415, 4.9713], [4.1192, -0.1443, 3.7724], [4.7425, -0.1451, 2.7079], [2.7706, -0.1457, 3.8912], [2.1486, -0.1445, 5.1140], [0.8941, -0.1454, 5.1553], [2.9963, -0.1423, 6.3239], [4.3377, -0.1407, 6.2029], [6.7554, -0.1384, 5.8782], [6.6883, -1.0339, 4.3117], [6.6851, 0.7575, 4.3122], [2.5255, -0.1423, 7.3004], [5.0665, -0.1387, 7.0161]], "lumo_ev": -2.1, "spin_multiplicity": 1, "gap_ev": 5.06}


Run Q
{"formula": "C12H12N2O2", "method": "ωB97M-V with the def2-TZVPD basis set", "species": ["O", "N", "O", "C", "C", "C", "C", "C", "C", "C", "C", "C", "H", "H", "H", "H", "H", "H", "H", "H", "H", "H", "N", "C", "C", "C", "H", "H"], "xyz": [[0.2428, -1.1262, 2.0882], [-0.4124, -0.1212, 1.6690], [-1.5429, 0.2598, 2.5228], [-0.2571, 0.5458, 0.5067], [-0.7202, 1.9525, 0.1603], [0.3053, 2.4688, -0.9254], [1.2944, 1.3011, -1.1312], [2.3144, 1.1947, -1.9797], [3.1104, 0.0661, -2.1129], [2.8577, -1.0064, -1.2974], [1.7956, -0.9171, -0.3478], [0.9502, 0.1920, -0.3255], [-1.5918, -0.3243, 3.2056], [-0.7599, 2.5923, 1.0435], [-1.6276, 2.0399, -0.4477], [0.8930, 3.2218, -0.3591], [-0.1090, 2.9100, -1.7890], [2.5317, 2.0506, -2.7266], [3.7417, -0.0050, -2.9332], [3.5224, -1.8869, -1.1712], [1.7885, -1.5299, 0.5660], [-0.9430, -1.9673, -0.2119], [-1.5078, -1.2562, -0.4807], [-2.5983, -1.3069, 0.1740], [-2.9662, -2.3101, 1.1320], [-3.1587, -3.0107, 2.0978], [-3.4145, -0.5343, 0.1351], [-3.7388, -3.4931, 2.9382]], "lumo_ev": [0.2, 0.2], "spin_multiplicity": 1, "smiles": "[O-]/[N+](O)=C1/CCc2ccccc21.[H]/N=C\\C#C", "gap_ev": [8.18, 8.18]}


Quick one: least stable of them? run Q


Run P
{"formula": "C7H14O2", "method": "ωB97M-V with the def2-TZVPD basis set", "species": ["C", "C", "C", "O", "O", "C", "C", "C", "C", "H", "H", "H", "H", "H", "H", "H", "H", "H", "H", "H", "H", "H", "H"], "xyz": [[-1.4799, -0.1161, 1.5709], [-0.3474, 0.0976, 0.8657], [0.7876, 0.7941, 1.5898], [2.0538, 0.2922, 1.2607], [0.7883, 2.1665, 1.2692], [-0.1932, -0.3487, -0.6114], [0.5152, 0.7111, -1.4823], [0.6017, -1.6706, -0.6667], [-1.5579, -0.6181, -1.3012], [-2.3531, -0.6102, 1.1614], [-1.5754, 0.2085, 2.6038], [0.6757, 0.6832, 2.6750], [2.3880, 0.9570, 0.6357], [0.9064, 2.6301, 2.1147], [1.5800, 0.7991, -1.2512], [0.0552, 1.6981, -1.3631], [0.4592, 0.4505, -2.5464], [0.6328, -2.0707, -1.6871], [1.6391, -1.5474, -0.3422], [0.1432, -2.4354, -0.0283], [-2.0957, -1.4540, -0.8400], [-2.2012, 0.2690, -1.2705], [-1.4223, -0.8859, -2.3565]], "lumo_ev": 0.7, "spin_multiplicity": 1, "smiles": "C=C(C(O)O)C(C)(C)C", "gap_ev": 10.25}


Run Q
{"formula": "C7H14O2", "method": "ωB97M-V with the def2-TZVPD basis set", "species": ["C", "C", "C", "C", "C", "C", "C", "O", "O", "H", "H", "H", "H", "H", "H", "H", "H", "H", "H", "H", "H", "H", "H"], "xyz": [[0.3760, 1.8974, -0.2311], [-0.8156, 1.1160, -0.7571], [-0.1621, -1.4709, -1.3352], [1.0303, 1.2968, 1.0071], [1.1904, -1.9190, -0.8031], [-1.3218, -0.7612, 0.5588], [-1.5064, -1.3360, 1.7276], [-1.6203, 0.4562, 0.1388], [0.0221, 3.2721, -0.0048], [-0.6361, 3.2980, 0.7009], [1.1044, 1.9533, -1.0451], [-1.4360, 1.6978, -1.4353], [-0.3238, -0.1212, -1.2510], [-0.1061, -1.2885, -2.4149], [-0.9002, -2.2629, -1.2673], [0.3285, 1.2850, 1.8428], [1.8951, 1.8987, 1.2837], [1.3458, 0.2691, 0.8389], [-1.2781, -2.3852, 1.8517], [-1.8128, -0.7793, 2.6088], [1.5514, -2.7886, -1.3606], [1.9425, -1.1339, -0.9035], [1.1329, -2.1937, 0.2500]], "lumo_ev": 0.2, "spin_multiplicity": 1, "gap_ev": 8.45}


Run R
{"formula": "C7H14O2", "method": "ωB97M-V with the def2-TZVPD basis set", "species": ["C", "C", "C", "O", "C", "H", "H", "H", "H", "H", "H", "H", "H", "C", "C", "C", "O", "H", "H", "H", "H", "H", "H"], "xyz": [[1.9750, 0.6220, 0.8045], [0.7505, 0.1646, 1.0371], [-0.0293, 0.2855, 2.3073], [0.3056, -1.3349, 0.4717], [1.3232, -2.1661, 0.0180], [2.1256, 1.5317, 0.2506], [2.8725, 0.0352, 0.9011], [-0.3206, 1.3255, 2.4548], [-0.9380, -0.3077, 2.2354], [0.5283, -0.0826, 3.1660], [0.9450, -3.0830, -0.4500], [1.9345, -1.6695, -0.7568], [2.0613, -2.4863, 0.7661], [-2.5279, 0.4077, -0.6529], [-1.3104, 0.7356, -1.0699], [-0.6349, 0.4542, -2.3648], [-0.5756, 1.7047, -0.3023], [-3.0106, 0.9069, 0.1736], [-2.9904, -0.4821, -1.0432], [-0.0265, 1.2992, -2.6899], [-1.3228, 0.2475, -3.1821], [0.0629, -0.3707, -2.2605], [-1.1976, 2.2626, 0.1863]], "lumo_ev": [0.5, 0.5], "spin_multiplicity": 1, "smiles": "C=C(C)OC.C=C(C)O", "gap_ev": [8.24, 8.23]}


Run S
{"formula": "C7H14O2", "method": "ωB97M-V with the def2-TZVPD basis set", "species": ["C", "C", "C", "C", "C", "C", "C", "O", "O", "H", "H", "H", "H", "H", "H", "H", "H", "H", "H", "H", "H", "H", "H"], "xyz": [[0.2637, -0.6349, -0.3151], [-1.5418, -0.9436, 0.2765], [2.7063, 0.8156, 1.2786], [0.2855, -0.6522, -1.8208], [-2.7062, -0.2318, -0.3660], [0.1913, 0.5997, 0.3505], [-0.3420, 1.7471, 0.6912], [1.9873, 0.8673, 0.0824], [0.9841, -1.6270, 0.3085], [1.7593, -1.8271, -0.2363], [-1.5117, -1.9897, -0.0341], [-1.5782, -0.9405, 1.3666], [3.7671, 1.0553, 1.1030], [2.3456, 1.5446, 2.0274], [2.6704, -0.1772, 1.7606], [1.3227, -0.5531, -2.1485], [-0.2720, 0.1847, -2.2379], [-0.1357, -1.5894, -2.1979], [0.2999, 2.6049, 0.8520], [-1.4006, 1.9205, 0.8379], [-3.6238, -0.8232, -0.2586], [-2.5565, -0.0754, -1.4368], [-2.9147, 0.7254, 0.1168]], "lumo_ev": 0.9, "spin_multiplicity": 1, "gap_ev": 9.19}


Quick one: least stable of them? run Q


Run P
{"formula": "C7H14O2", "method": "ωB97M-V with the def2-TZVPD basis set", "species": ["C", "C", "C", "C", "C", "O", "H", "H", "H", "H", "H", "H", "H", "H", "H", "H", "C", "C", "O", "H", "H", "H", "H"], "xyz": [[-0.1625, 1.8553, 0.9353], [-1.5396, -1.4483, -0.5022], [-0.9556, 0.7446, -1.7197], [-0.1474, 0.3716, 0.6419], [-0.7838, -0.1603, -0.5513], [-0.4642, -0.4065, 1.7844], [0.1665, -0.1874, 2.4790], [-1.1670, 2.1815, 1.2124], [0.2050, 2.4291, 0.0895], [0.5103, 2.0614, 1.7716], [-2.5639, -1.2184, -0.1814], [-1.1284, -2.1379, 0.2300], [-1.5900, -1.9179, -1.4846], [-0.0021, 1.2466, -1.9340], [-1.3012, 0.2051, -2.6008], [-1.6786, 1.5293, -1.4748], [2.0205, -1.1203, 0.6559], [1.2808, -0.0658, -0.1842], [1.9061, 0.8911, -0.7242], [0.7337, -0.7855, -1.0023], [2.4337, -0.6281, 1.5397], [2.8480, -1.4958, 0.0561], [1.3795, -1.9432, 0.9636]], "lumo_ev": [0.4, 0.4], "spin_multiplicity": 1, "gap_ev": [8.26, 8.26]}


Run Q
{"formula": "C7H14O2", "method": "ωB97M-V with the def2-TZVPD basis set", "species": ["C", "C", "C", "C", "C", "C", "C", "O", "O", "H", "H", "H", "H", "H", "H", "H", "H", "H", "H", "H", "H", "H", "H"], "xyz": [[-1.0984, 0.0935, -1.2698], [1.0352, -0.1533, 1.7206], [0.9187, -1.1762, -0.3689], [-1.2934, 0.3217, -2.7630], [-0.3759, -0.2738, 2.2199], [1.6136, 1.0992, 1.4718], [0.3813, -0.0493, -0.9410], [-1.8816, -1.0458, -0.9111], [1.0863, 1.0356, -1.0400], [-1.9056, -1.1121, 0.0491], [-1.4483, 0.9843, -0.7271], [1.6819, -0.9917, 1.9427], [1.9933, -1.2827, -0.3521], [0.3244, -2.0712, -0.2523], [-0.9740, -0.5643, -3.3149], [-2.3468, 0.5048, -2.9766], [-0.7022, 1.1761, -3.0913], [-0.7783, -1.2783, 2.0842], [-0.3999, -0.0542, 3.2933], [-1.0344, 0.4502, 1.7342], [2.6907, 1.1879, 1.5816], [1.0482, 1.9748, 1.7837], [1.4653, 1.2245, 0.1272]], "lumo_ev": 0.8, "spin_multiplicity": 1, "gap_ev": 9.62}


Quick one: least stable of them? run P